The following is a DFT calculation (wB97M-V/def2-TZVPD) of a 4-piece molecular cluster, C3H6F2 overall.

F_max = 6.87 eV Å⁻¹
HOMO = -10.00 eV
LUMO energy = 0.41 eV

The geometry in ORCA input format:
```
! RIJCOSX wB97M-V def2-TZVPD def2/J DEFGRID3
* xyz 0 1
C -0.41322 1.26837 -0.08408
C -0.53163 0.01111 0.62475
C 0.64293 -0.68965 -0.01831
H 1.00361 1.58140 -0.95913
H -0.54064 2.27946 1.00821
H -1.57386 1.05633 -1.12088
H -0.63406 -0.40633 1.77096
H 0.69314 -1.59001 0.64221
H 0.18532 -0.90120 -1.18454
F -1.45160 -0.62078 -0.28647
F 1.74915 0.00315 -0.07920
*
```

---

The following is a DFT calculation (wB97M-V/def2-TZVPD) of an isolated ion of composition C3H6F2N and charge +1.

F_max = 2.76 eV Å⁻¹
HOMO = -15.55 eV
structure (SMILES) = [NH3+][C@@H]1[C@@H](F)[C@H]1F
LUMO energy = -4.34 eV

The geometry in ORCA input format:
```
! RIJCOSX wB97M-V def2-TZVPD def2/J DEFGRID3
* xyz 1 1
N -1.38391 0.22215 -0.69626
C 0.05520 0.16532 -0.38598
C 0.77903 -0.90564 0.28821
F 1.87091 -1.29533 -0.30649
C 0.67950 0.44849 0.93122
F 1.71590 1.28335 0.94863
H -1.33633 -0.07295 -1.65695
H -1.52555 1.22696 -0.43535
H -1.96334 -0.52160 -0.12307
H 0.66320 0.62702 -1.26500
H 0.34383 -1.63481 0.86731
H 0.10156 0.45705 1.83372
*
```

---

The following is a DFT calculation (wB97M-V/def2-TZVPD) of the molecule C3H6F2N2.

F_max = 3.50 eV Å⁻¹
HOMO = -9.27 eV
structure (SMILES) = CC(F)(F)/C=N\N
LUMO energy = 1.00 eV

The geometry in ORCA input format:
```
! RIJCOSX wB97M-V def2-TZVPD def2/J DEFGRID3
* xyz 0 1
C 1.07270 -0.54913 1.38067
C 0.23052 0.41737 0.52035
F 0.77293 1.63980 0.77781
F -1.08056 0.52807 0.72702
C 0.39897 0.20540 -0.90657
N -0.17108 -0.63079 -1.69471
N -1.11187 -1.54080 -1.23674
H 2.16550 -0.56559 1.04976
H 0.44076 -1.61619 1.40339
H 1.13745 -0.08020 2.42071
H 1.14582 0.78349 -1.39757
H -1.78592 -1.34553 -0.45662
H -1.56750 -1.92749 -2.00964
*
```

---

The following is a DFT calculation (wB97M-V/def2-TZVPD) of the molecule C3H6F2O2.

F_max = 5.13 eV Å⁻¹
HOMO = -9.94 eV
structure (SMILES) = CO[C@@](O)(F)CF
LUMO energy = 0.65 eV

The geometry in ORCA input format:
```
! RIJCOSX wB97M-V def2-TZVPD def2/J DEFGRID3
* xyz 0 1
C -1.05206 -0.41046 0.93674
O -0.59787 0.32175 -0.17705
C 0.61171 -0.69686 -0.82481
O 1.68500 -0.49984 -0.07040
F 0.06898 -1.91916 -0.69931
C 0.76586 -0.28706 -2.33748
F 1.87051 -0.96421 -2.76893
H -1.52293 -1.42024 0.72074
H -1.80587 0.34070 1.26528
H -0.16112 -0.46986 1.51319
H 1.98345 -1.21125 0.52732
H 1.05539 0.78485 -2.44620
H -0.04520 -0.72298 -2.90084
*
```

---

The following is a DFT calculation (wB97M-V/def2-TZVPD) of the molecule C3H6F3O2P.

F_max = 3.76 eV Å⁻¹
HOMO = -11.21 eV
structure (SMILES) = CCO[P@H](=O)C(F)(F)F
LUMO energy = 0.69 eV

The geometry in ORCA input format:
```
! RIJCOSX wB97M-V def2-TZVPD def2/J DEFGRID3
* xyz 0 1
C 1.85281 0.52815 -0.88870
C 1.53736 -0.52851 0.17966
O 0.14954 -1.12083 -0.20916
P -1.14325 -0.93350 0.68528
O -1.98915 -2.07103 0.60393
C -2.10715 0.60305 0.10883
F -3.43283 0.40211 0.02971
F -1.79429 0.92923 -1.18514
F -1.92202 1.59089 0.89874
H 2.19147 0.14427 -1.96763
H 0.97138 1.03035 -1.13774
H 2.44547 1.21826 -0.31834
H 1.48370 -0.14568 1.16825
H 2.28369 -1.33109 0.16046
H -0.52671 -0.31566 1.87184
*
```

---

The following is a DFT calculation (wB97M-V/def2-TZVPD) of the molecule C3H6FN.

F_max = 3.32 eV Å⁻¹
HOMO = -9.11 eV
structure (SMILES) = C=C(F)CN
LUMO energy = 1.07 eV

The geometry in ORCA input format:
```
! RIJCOSX wB97M-V def2-TZVPD def2/J DEFGRID3
* xyz 0 1
C -0.90550 1.31096 0.07775
C -0.51515 0.02818 0.12621
F -1.44624 -0.87750 -0.22487
C 0.81099 -0.56365 0.39105
N 1.85472 0.13562 -0.25153
H -1.97548 1.60969 -0.08493
H -0.06587 2.01204 0.20125
H 0.93779 -1.56668 -0.07270
H 0.91609 -0.84911 1.37992
H 2.14850 1.06253 -0.02463
H 1.73013 0.02683 -1.18440
*
```

---

| no. | Kohn-Sham gap (Eh) | total energy (Ha) |
| --- | --- | --- |
| 1 | 0.3823 | -317.30384 |
| 2 | 0.4118 | -372.04212 |
| 3 | 0.3772 | -427.08956 |
| 4 | 0.3893 | -468.04934 |
| 5 | 0.4371 | -909.34333 |
| 6 | 0.3740 | -272.47287 |